# 1
Entry from the Open Molecules 2025 dataset: a cluster of 5 separate species, C39H56B2F32N2O9P in total (ωB97M-V/def2-TZVPD).

The calculation puts the strongest force on any atom at 0.024 Eh/bohr. As for the LUMO energy: -0.097 Ha. The energy comes out at -160357.4874 eV. Its net charge is +1. The spin multiplicity is 1.

Each line ends with the Löwdin charge.
Atoms and positions in Å:
C  1.785  1.034  -3.548  -0.062
C  0.516  0.616  -2.804  -0.211
C  0.146  1.398  -1.543  -0.135
C  1.231  1.459  -0.440  -0.218
B  1.947  0.034  -0.271  -0.492
O  3.302  -0.041  -0.143  0.155
C  1.101  -1.308  -0.206  -0.128
C  1.716  -2.460  -1.035  -0.068
C  2.133  2.712  -0.760  -0.218
C  3.662  2.662  -0.617  -0.144
C  4.238  3.989  -1.027  -0.242
N  5.016  4.724  -0.347  0.115
C  1.488  3.912  -0.012  -0.107
B  0.916  5.082  -0.952  -0.583
O  1.422  5.332  -2.196  0.180
O  -0.143  5.821  -0.433  0.163
N  0.267  3.290  0.645  0.072
C  0.589  1.838  0.967  -0.386
C  -0.795  1.177  1.284  -0.108
C  -1.102  0.472  2.626  -0.150
C  -1.278  -1.063  2.499  -0.145
C  -0.337  -1.890  3.349  -0.181
O  -0.648  -3.274  3.082  -0.025
C  0.296  -4.172  3.495  -0.518
C  1.595  -4.161  2.743  0.029
O  0.068  -4.929  4.391  0.148
P  1.901  2.069  2.315  1.037
C  0.993  2.991  3.635  -0.250
C  2.282  0.489  3.142  -0.252
H  1.825  0.513  -4.506  0.087
H  2.683  0.719  -3.005  0.078
H  1.834  2.107  -3.736  0.077
H  0.538  -0.456  -2.604  0.093
H  -0.326  0.750  -3.493  0.117
H  -0.183  2.400  -1.857  0.132
H  -0.754  0.917  -1.154  0.094
H  3.597  -0.855  0.279  0.118
H  1.146  -1.628  0.846  0.093
H  0.062  -1.168  -0.501  0.074
H  1.358  -3.422  -0.665  0.071
H  2.805  -2.477  -0.961  0.076
H  1.439  -2.388  -2.086  0.076
H  1.994  2.987  -1.806  0.105
H  3.997  2.374  0.376  0.089
H  4.035  1.909  -1.316  0.120
H  3.944  4.350  -2.016  0.115
H  5.222  4.278  0.550  0.052
H  2.136  4.436  0.695  0.149
H  0.733  5.299  -2.875  0.103
H  0.133  6.707  -0.174  0.128
H  -0.064  3.846  1.437  0.157
H  -0.508  3.351  -0.016  0.153
H  -1.546  1.965  1.171  0.123
H  -1.031  0.458  0.504  0.081
H  -0.421  0.739  3.432  0.075
H  -2.079  0.846  2.940  0.113
H  -2.292  -1.325  2.809  0.109
H  -1.184  -1.393  1.465  0.100
H  -0.488  -1.725  4.418  0.146
H  0.698  -1.717  3.053  0.076
H  2.173  -5.041  2.994  0.073
H  2.154  -3.269  3.040  0.085
H  1.439  -4.092  1.667  0.081
H  1.410  3.988  3.751  0.040
H  1.045  2.440  4.576  0.053
H  -0.076  3.066  3.405  0.039
H  3.107  0.728  3.817  0.058
H  1.484  0.063  3.748  0.022
H  2.646  -0.274  2.457  0.032
C  -5.860  -3.877  2.936  -0.026
C  -7.176  -4.635  2.695  -0.443
C  -7.448  -5.179  1.288  -0.307
F  -7.552  -4.173  0.394  0.091
F  -8.619  -5.847  1.304  0.108
F  -8.219  -3.886  3.106  0.141
F  -7.115  -5.739  3.491  0.109
O  -5.928  -2.458  2.967  0.057
C  -5.753  -1.682  1.866  -0.545
C  -6.979  -0.806  1.585  -0.283
F  -8.049  -1.570  1.323  0.117
F  -6.713  -0.043  0.494  0.084
F  -5.388  -2.381  0.780  0.138
F  -4.728  -0.822  2.128  0.117
H  -5.577  -4.142  3.953  0.151
H  -5.060  -4.235  2.287  0.149
H  -6.654  -5.863  0.976  0.174
H  -7.188  -0.161  2.440  0.178
C  -5.546  -1.982  -3.083  -0.033
C  -4.163  -2.288  -2.487  -0.438
C  -3.330  -1.117  -1.959  -0.286
F  -2.986  -0.268  -2.949  0.094
F  -2.175  -1.601  -1.425  0.077
F  -3.423  -3.006  -3.355  0.144
F  -4.389  -3.068  -1.391  0.092
O  -5.645  -1.940  -4.492  0.056
C  -5.486  -0.786  -5.208  -0.549
C  -4.333  -0.907  -6.211  -0.283
F  -3.170  -1.125  -5.560  0.095
F  -4.227  0.254  -6.891  0.103
F  -5.338  0.295  -4.419  0.150
F  -6.607  -0.597  -5.933  0.153
H  -6.154  -2.841  -2.801  0.153
H  -6.004  -1.111  -2.613  0.148
H  -3.867  -0.574  -1.177  0.169
H  -4.520  -1.728  -6.906  0.178
C  5.609  -7.350  6.476  -0.039
C  5.427  -6.044  5.685  -0.440
C  4.377  -6.013  4.571  -0.305
F  4.685  -6.857  3.570  0.103
F  4.343  -4.756  4.047  0.072
F  6.611  -5.617  5.202  0.140
F  4.991  -5.116  6.589  0.099
O  6.708  -8.167  6.130  0.052
C  6.619  -9.174  5.207  -0.550
C  7.600  -8.952  4.050  -0.286
F  7.308  -7.804  3.406  0.099
F  7.480  -9.975  3.178  0.105
F  5.365  -9.355  4.762  0.155
F  6.996  -10.318  5.816  0.150
H  5.839  -7.017  7.487  0.150
H  4.679  -7.916  6.538  0.149
H  3.384  -6.255  4.960  0.173
H  8.624  -8.908  4.426  0.177
C  0.021  9.590  -4.569  -0.028
C  1.098  10.515  -5.161  -0.443
C  1.115  10.728  -6.679  -0.309
F  1.373  9.572  -7.321  0.099
F  2.097  11.604  -6.975  0.108
F  2.317  10.122  -4.739  0.140
F  0.851  11.747  -4.633  0.106
O  0.423  8.270  -4.230  0.050
C  0.319  7.222  -5.091  -0.541
C  1.679  6.572  -5.353  -0.294
F  2.525  7.432  -5.939  0.122
F  1.502  5.511  -6.176  0.103
F  -0.322  7.528  -6.220  0.176
F  -0.424  6.255  -4.457  0.113
H  -0.222  10.042  -3.609  0.148
H  -0.895  9.601  -5.160  0.149
H  0.161  11.134  -7.025  0.174
H  2.114  6.228  -4.412  0.157

=====

# 2
Entry from the Open Molecules 2025 dataset: a cluster of 7 separate species, C39H56BClN2O17S in total (ωB97M-V/def2-TZVPD).

The calculation puts the strongest force on any atom at 0.024 Eh/bohr. As for the LUMO energy: 0.015 Ha. As for the SMILES: CO[C@](CCSc1nnco1)(CB(O)O)[C@@H](Cl)OCc1ccccc1.O=C1CCCO1.O=C1CCCO1.O=C1CCCO1.O=C1CCCO1.O=C1CCCO1.O=C1CCCO1. The energy comes out at -103175.4163 eV. The spin multiplicity is 1.

Each line ends with the Löwdin charge.
Atoms and positions in Å:
C  0.347  -6.302  0.066  -0.086
O  -0.575  -5.361  -0.425  -0.143
C  -1.296  -5.679  -1.614  -0.443
C  -2.785  -5.402  -1.247  -0.204
C  -2.975  -4.358  -0.147  -0.439
S  -4.717  -3.846  0.032  0.981
C  -4.936  -2.652  -1.206  -0.720
N  -5.257  -1.406  -1.053  0.051
N  -5.357  -0.889  -2.314  0.041
C  -5.080  -1.835  -3.141  -0.184
O  -4.818  -2.993  -2.495  -0.016
C  -1.210  -7.131  -2.071  -0.017
B  -2.188  -7.434  -3.296  -0.627
O  -3.415  -8.035  -3.039  0.139
O  -1.827  -7.141  -4.594  0.163
C  -0.728  -4.759  -2.750  -0.555
Cl  -1.702  -3.266  -3.041  0.773
O  0.588  -4.477  -2.411  -0.126
C  1.281  -3.566  -3.271  -0.163
C  1.432  -2.226  -2.600  -0.225
C  2.140  -2.182  -1.397  -0.034
C  2.295  -1.003  -0.683  -0.063
C  1.724  0.167  -1.174  -0.071
C  1.038  0.132  -2.383  -0.074
C  0.882  -1.051  -3.094  -0.070
H  0.860  -5.816  0.893  0.095
H  1.114  -6.564  -0.658  0.091
H  -0.127  -7.192  0.478  0.089
H  -3.407  -5.206  -2.118  0.078
H  -3.136  -6.346  -0.828  0.124
H  -2.621  -4.747  0.798  0.081
H  -2.396  -3.465  -0.358  0.069
H  -5.046  -1.767  -4.208  0.130
H  -1.509  -7.807  -1.278  0.118
H  -0.202  -7.372  -2.417  0.128
H  -4.024  -7.314  -2.822  0.064
H  -2.555  -6.648  -4.994  0.119
H  -0.709  -5.290  -3.699  0.105
H  2.278  -3.986  -3.393  0.129
H  0.845  -3.500  -4.266  0.118
H  2.573  -3.095  -1.009  0.114
H  2.842  -1.012  0.246  0.102
H  1.817  1.077  -0.608  0.064
H  0.582  1.031  -2.774  0.088
H  0.336  -1.094  -4.026  0.100
O  3.315  2.047  0.427  0.090
C  2.747  2.811  1.159  -0.466
C  3.250  3.398  2.455  -0.064
C  1.968  3.948  3.084  -0.144
C  1.134  4.276  1.857  -0.140
O  1.521  3.301  0.862  0.008
H  3.969  4.182  2.222  0.118
H  3.723  2.635  3.065  0.127
H  2.122  4.804  3.736  0.113
H  1.479  3.172  3.666  0.095
H  1.347  5.272  1.462  0.129
H  0.066  4.192  2.045  0.126
O  0.312  4.048  5.682  0.119
C  -0.668  3.364  5.653  -0.480
C  -1.760  3.259  6.701  -0.071
C  -2.487  1.978  6.292  -0.152
C  -2.251  1.949  4.788  -0.147
O  -0.967  2.570  4.597  0.015
H  -2.400  4.138  6.623  0.133
H  -1.330  3.201  7.696  0.125
H  -3.541  1.958  6.560  0.116
H  -2.004  1.118  6.758  0.118
H  -2.998  2.526  4.238  0.128
H  -2.219  0.941  4.382  0.126
O  -0.621  7.379  -0.332  0.120
C  -0.872  6.392  -0.957  -0.488
C  0.109  5.394  -1.540  -0.067
C  -0.758  4.612  -2.525  -0.145
C  -2.134  4.716  -1.882  -0.152
O  -2.142  5.988  -1.211  0.024
H  0.479  4.756  -0.737  0.100
H  0.937  5.900  -2.029  0.129
H  -0.436  3.585  -2.685  0.105
H  -0.761  5.117  -3.493  0.118
H  -2.304  3.933  -1.140  0.127
H  -2.944  4.694  -2.607  0.123
O  -5.543  -5.897  -3.453  0.107
C  -6.631  -6.406  -3.442  -0.470
C  -7.809  -6.019  -2.572  -0.065
C  -8.726  -7.234  -2.707  -0.148
C  -8.362  -7.746  -4.094  -0.145
O  -6.970  -7.415  -4.263  0.044
H  -8.259  -5.113  -2.982  0.135
H  -7.487  -5.841  -1.549  0.123
H  -9.784  -7.009  -2.596  0.117
H  -8.460  -7.979  -1.956  0.120
H  -8.931  -7.252  -4.883  0.128
H  -8.483  -8.822  -4.195  0.126
O  6.583  6.944  0.325  0.113
C  6.325  5.993  -0.353  -0.493
C  7.300  5.024  -0.995  -0.071
C  6.429  4.303  -2.024  -0.149
C  5.056  4.378  -1.372  -0.148
O  5.056  5.614  -0.629  0.020
H  7.668  4.346  -0.223  0.132
H  8.130  5.559  -1.446  0.123
H  6.744  3.284  -2.240  0.116
H  6.427  4.861  -2.962  0.116
H  4.880  3.559  -0.674  0.108
H  4.247  4.399  -2.099  0.126
O  6.151  3.839  3.386  0.114
C  6.343  4.510  4.357  -0.479
C  5.615  5.781  4.751  -0.071
C  6.539  6.373  5.813  -0.152
C  7.190  5.124  6.393  -0.155
O  7.261  4.193  5.300  0.028
H  4.640  5.509  5.159  0.129
H  5.490  6.433  3.891  0.128
H  6.030  6.978  6.561  0.115
H  7.295  6.997  5.335  0.119
H  6.592  4.676  7.189  0.126
H  8.194  5.305  6.768  0.123